1.
Molecular formula: C21H21BrF14N3O4S
Method: DFT, ωB97M-V/def2-TZVPD

XYZ file:
```
65
Properties=species:S:1:pos:R:3:forces:R:3:mulliken_charge:R:1
C -1.3440 -5.2668 -0.6328 -1.011 0.526 0.597 -0.62
C -2.3008 -4.3550 -1.6581 0.269 -1.351 -5.066 0.63
O -2.2407 -4.5277 -2.9847 -0.471 1.608 8.547 -0.53
O -3.2225 -3.4169 -1.0002 3.321 -1.046 -2.048 -0.37
C -3.2018 -2.0809 -1.6537 -1.744 0.728 -0.664 -0.29
C -3.3772 -0.9752 -0.4595 -0.141 -0.215 -0.264 -0.53
C -2.4394 0.3960 -0.6765 -2.251 0.224 -0.285 -0.16
C -1.5570 0.8180 0.6161 -1.488 1.011 0.463 -1.09
C -0.0601 0.1450 0.7902 -3.118 -1.565 1.742 -0.35
S 0.7933 -0.0171 -0.8525 4.316 -8.902 -5.250 1.35
O 2.2294 -0.6774 -0.8186 -4.294 4.164 1.758 -0.68
O 0.1274 -1.1159 -1.8011 0.221 4.928 3.441 -0.56
C 0.9066 1.4256 -2.0064 1.370 5.172 -1.918 0.80
F 2.0090 2.3758 -1.5886 -3.583 -3.031 -0.561 -0.31
F -0.2925 2.2607 -2.2006 3.238 -2.571 1.061 -0.29
C 1.3872 1.0448 -3.5612 3.189 1.481 -0.784 0.37
F 2.5724 0.1614 -3.6237 -4.126 2.730 0.475 -0.24
F 1.8870 2.3719 -4.0966 -1.750 -4.296 1.855 -0.30
C 0.2759 0.5225 -4.5860 -2.218 0.089 -3.554 0.52
F 0.1236 1.5576 -5.6802 0.435 -3.253 3.690 -0.29
F -1.0881 0.2515 -4.1204 4.416 1.101 -0.732 -0.22
C 0.7312 -0.8532 -5.4275 -1.357 -1.966 -2.282 0.55
F 0.8822 -2.0439 -4.5608 -0.058 4.437 -3.157 -0.15
F 1.8596 -0.6115 -6.3629 -3.839 -1.056 3.863 -0.21
F -0.4601 -1.1461 -6.3110 4.164 0.926 3.005 -0.25
N -0.5120 -1.3290 0.9432 1.742 1.007 -0.277 -0.21
C -0.8808 -1.7861 2.2810 -0.483 -2.394 1.466 -0.80
C -0.8590 -0.7760 3.5307 -2.881 -2.278 1.243 -0.61
N -0.1113 0.5096 3.3759 0.975 -1.093 1.285 -0.16
Br -1.2302 2.0274 3.7082 -0.427 0.073 0.074 0.18
C 0.7913 0.6159 2.1214 1.433 3.374 -0.593 1.67
C 1.1469 2.2583 2.2167 1.533 2.974 -0.870 -0.58
C 0.7311 3.3271 1.0790 2.260 1.528 2.888 0.00
C 1.1833 4.9162 1.2736 1.604 -4.881 4.543 -0.65
C 2.0319 5.0680 2.6813 -0.960 -1.126 -1.739 -0.31
C 2.4057 3.8848 3.7055 -2.156 -0.230 -3.058 -0.20
N 1.9709 2.5162 3.4913 -1.436 3.803 -3.709 -0.29
C 2.2279 -0.1400 2.3384 1.773 -4.243 2.574 0.64
F 2.2400 -1.6075 1.9562 -0.890 4.521 0.586 -0.31
F 2.6314 -0.3499 3.7920 -2.135 1.176 -3.745 -0.36
C 3.6014 0.4587 1.7442 6.071 0.298 -1.571 0.62
F 3.6118 1.4313 0.6650 -0.770 -3.114 3.794 -0.15
F 4.4891 1.0362 2.8280 -3.497 -1.751 -3.659 -0.25
F 4.4432 -0.6943 1.2316 -3.184 3.976 1.810 -0.25
H -0.4755 -5.8181 -1.1943 -1.911 1.382 0.898 0.30
H -2.0085 -6.0764 -0.0708 1.261 1.773 -1.377 0.32
H -0.9396 -4.5527 0.2265 -0.749 -1.460 -1.961 0.00
H -2.2909 -1.9122 -2.3675 -1.553 -0.481 1.678 0.15
H -4.1924 -2.0389 -2.3101 2.263 -0.040 1.208 0.32
H -3.1558 -1.5050 0.5599 -0.238 1.041 -1.964 0.07
H -4.5355 -0.6888 -0.4368 2.670 -0.403 0.000 0.44
H -3.2757 1.2508 -0.7648 2.121 -1.621 0.291 0.52
H -1.9298 0.3931 -1.7168 -0.606 -0.161 2.039 -0.16
H -1.6086 1.9793 0.6954 0.611 -2.085 -0.183 0.40
H -2.2686 0.4589 1.5126 2.027 0.560 -1.730 0.24
H 0.1908 -1.9915 0.5711 -0.383 0.741 0.161 0.52
H -1.9763 -2.2615 2.2293 2.239 1.218 0.242 0.32
H -0.1852 -2.7158 2.5660 -1.405 2.150 -0.579 0.47
H -0.4799 -1.3829 4.4865 -0.508 1.595 -2.165 0.26
H -1.9886 -0.4927 3.7941 2.626 -0.583 -0.645 0.29
H 0.4469 0.5712 4.2804 0.283 0.091 -1.768 0.62
H 0.1438 3.0745 0.1109 1.167 0.234 2.060 0.11
H 0.9436 5.7778 0.5193 0.538 -1.912 1.708 0.37
H 2.4339 6.1553 2.9241 -0.914 -2.593 -0.452 0.32
H 3.0384 4.1654 4.6788 -1.599 -0.941 -2.442 0.34
```
Forces are in eV/Å.

Results
molecular weight	757.4	g mol⁻¹
charge	+1
HOMO energy	-12.3	eV
SMILES	CC(=O)OCCCC[C@]1(S(=O)(=O)C(F)(F)C(F)(F)C(F)(F)C(F)(F)F)NCC[N@H+](Br)[C@@]1(c1ccccn1)C(F)(F)C(F)(F)F
E_LUMO	-5.7	eV

2.
Molecular formula: C21H21CeClN2P
Method: DFT, ωB97M-V/def2-TZVPD

XYZ file:
```
47
Properties=species:S:1:pos:R:3:forces:R:3:mulliken_charge:R:1
Ce -0.2571 1.2822 -1.5241 -0.702 -2.871 1.514 1.18
Cl -0.3101 0.2296 0.7405 -0.952 -0.295 0.125 -0.31
P 1.3210 -1.2679 -1.5949 -0.106 -0.485 0.089 0.62
C 3.1062 -0.9678 -1.6863 1.056 0.456 -0.588 0.44
C 3.7548 -0.8936 -2.9328 0.212 0.136 0.088 -0.72
C 5.1196 -0.5732 -3.0124 0.068 0.076 0.195 -0.72
C 5.8480 -0.2459 -1.8631 -0.690 -0.232 0.066 -0.46
C 5.2005 -0.2494 -0.6217 -0.331 -0.164 -0.081 -0.76
C 3.8615 -0.6401 -0.5327 -0.542 0.090 -0.133 -0.29
C 1.1248 -2.9075 -0.7423 -0.274 -0.589 0.311 0.59
C -0.1549 -3.3477 -0.3232 0.384 0.468 0.214 -0.40
C -0.3102 -4.5169 0.4382 -0.039 0.324 -0.388 -0.60
C 0.7929 -5.3081 0.7722 -0.059 0.688 -0.457 -0.52
C 2.0522 -4.8995 0.3290 -0.041 0.061 -0.284 -0.58
C 2.2253 -3.7465 -0.4585 -0.025 0.372 0.286 -0.29
C 0.6400 -1.5451 -3.2568 0.348 -0.204 -1.251 0.82
C -0.4323 -0.7542 -3.7584 -0.037 0.208 0.348 -0.39
C -1.1506 -1.1154 -4.8856 -0.158 0.682 -0.123 -0.58
C -0.7308 -2.1534 -5.6956 0.089 -0.152 0.647 -0.57
C 0.3984 -2.8857 -5.2921 -0.109 0.104 -0.201 -0.71
C 1.0781 -2.6151 -4.0901 -0.711 0.273 -0.317 -0.18
H -1.0165 -2.7108 -0.5562 0.178 -0.384 0.215 0.25
H -1.3035 -4.8009 0.7827 0.205 0.072 -0.167 0.40
H 0.6512 -6.2258 1.3430 0.168 0.326 -0.073 0.41
H 2.9168 -5.4949 0.6049 -0.020 0.089 -0.207 0.40
H 3.2315 -3.4801 -0.8118 -0.475 -0.122 0.281 0.36
H 3.1864 -1.0255 -3.8583 0.315 -0.183 0.366 0.57
H 5.6308 -0.5589 -3.9779 -0.293 -0.017 0.260 0.41
H 6.9014 0.0015 -1.9133 -0.089 0.024 -0.120 0.44
H 5.7354 0.0529 0.2814 -0.136 -0.243 -0.277 0.44
H 3.3527 -0.6736 0.4354 0.284 -0.009 -0.168 0.58
H -0.8506 0.2622 -3.4344 0.652 -1.742 -0.173 -0.16
H -2.0224 -0.4887 -5.0789 0.197 -0.387 -0.512 0.40
H -1.3069 -2.3694 -6.5915 0.329 -0.216 0.109 0.43
H 0.7152 -3.6898 -5.9567 0.163 0.138 0.359 0.41
H 1.9531 -3.2390 -3.8340 -0.693 0.422 0.126 0.48
H 2.9645 1.4310 -4.0664 -0.731 -0.046 -0.343 0.09
H 2.3038 1.3255 -4.4421 0.604 0.176 0.333 -0.07
N 2.7572 3.8042 0.2882 -1.471 -0.393 -0.828 -0.01
C 2.0837 4.3263 -0.8286 0.040 -0.271 0.084 -0.54
C 1.0407 3.4683 -1.1134 1.888 0.781 1.043 -0.24
N 1.1015 2.4137 -0.1765 1.191 2.160 0.195 0.00
C 2.1024 2.6737 0.6690 0.003 0.170 -0.920 -0.16
H 3.6093 4.1623 0.7316 -0.568 -0.001 -0.286 0.26
H 2.3938 5.2281 -1.3470 0.001 -0.181 0.330 0.41
H 0.2481 3.5323 -1.8990 1.017 0.703 0.693 0.47
H 2.3869 2.0503 1.5174 -0.140 0.188 -0.378 0.40
```
Forces are in eV/Å.

Results
molecular weight	508.0	g mol⁻¹
charge	+2
HOMO energy (spin up / spin down)	-14.0 / -14.0	eV
⟨S²⟩	0.75
spin multiplicity	2
E_LUMO (spin up / spin down)	-7.2 / -7.1	eV

3.
Molecular formula: C21H21ClFN2O
Method: DFT, ωB97M-V/def2-TZVPD

XYZ file:
```
47
Properties=species:S:1:pos:R:3:forces:R:3:mulliken_charge:R:1
C -0.0967 -2.5816 -1.7812 -0.273 -0.635 -0.041 -1.12
C -0.2903 -1.3424 -2.6033 -0.359 -0.114 -1.001 0.46
N -0.4126 -0.2174 -1.9142 1.343 -0.320 0.891 -0.24
F 0.8787 -1.1352 1.1628 -0.692 1.401 1.277 -0.28
C -0.1446 0.9308 -2.5108 -0.378 0.178 -1.194 0.48
C 0.2041 2.0486 -1.5826 -0.133 0.798 0.101 -0.73
C -0.1510 1.0500 -3.9197 0.091 -0.096 0.586 -0.62
C -0.3100 -0.1113 -4.6973 -0.287 -0.113 0.254 0.88
C -0.5282 -0.0132 -6.1982 0.059 -0.075 -0.253 -1.31
C -0.3006 -1.3480 -4.0166 0.079 0.305 0.386 -0.65
H -0.1731 -3.4745 -2.4052 -0.036 0.004 0.054 0.38
H 0.9047 -2.6098 -1.3168 -0.379 0.245 -0.184 0.16
H -0.8466 -2.6568 -0.9813 0.224 0.123 -0.188 0.25
H 0.2163 3.0029 -2.1129 0.006 0.029 0.097 0.40
H -0.5083 2.1232 -0.7492 0.150 -0.102 -0.239 0.02
H 1.2113 1.9128 -1.1457 -0.378 -0.141 -0.258 0.07
H -0.0613 2.0485 -4.3723 0.017 -0.588 0.114 0.35
H -0.6543 -1.0116 -6.6577 0.113 0.485 0.285 0.33
H -1.4445 0.5710 -6.4241 0.503 -0.298 0.222 0.31
H 0.3135 0.4953 -6.7112 -0.410 -0.263 0.354 0.31
H -0.3255 -2.3146 -4.5408 0.064 0.613 0.118 0.27
Cl 4.8685 2.3649 1.4600 -0.057 -0.203 0.147 -0.15
C 4.0546 1.0914 2.2749 -0.490 -0.198 0.019 -0.08
C 4.7498 0.1073 2.9844 -0.426 0.281 0.284 -0.12
C 4.0304 -0.9456 3.5496 -0.047 -0.365 -0.012 -0.58
C 2.6585 -0.9672 3.4106 0.631 -0.367 0.178 -0.03
N 1.9938 0.0334 2.8038 -0.017 -0.799 -1.521 0.17
C 0.6301 -0.3808 2.3365 1.087 -0.468 -0.334 -0.15
C -0.3210 0.8346 2.1833 -1.568 0.896 -0.643 0.81
C -1.7649 0.4902 2.1472 -1.317 -0.365 0.634 0.68
C -2.7099 1.4002 1.6192 -0.131 0.146 -0.011 -0.33
C -4.0918 1.1636 1.6717 0.134 -0.440 0.130 -0.68
C -4.5908 0.0154 2.3270 0.627 0.081 -0.334 -0.35
C -3.6719 -0.8757 2.9135 -0.231 0.261 -0.223 -0.81
C -2.2903 -0.6370 2.8177 -0.452 0.073 -0.192 -0.37
O 0.0211 2.0044 2.1150 0.696 -1.551 0.106 -0.55
C 2.6669 1.0054 2.1411 0.511 0.159 -0.082 0.02
H 5.8237 0.1779 3.0885 0.036 -0.088 -0.122 0.47
H 4.5091 -1.8205 4.0165 -0.144 0.718 -0.219 0.40
H 2.0866 -1.8639 3.6291 -0.002 0.342 0.390 0.36
H 0.2645 -1.1128 3.0784 0.052 0.661 -0.348 0.37
H -2.3539 2.3340 1.1875 -0.011 -0.276 -0.073 0.37
H -4.7991 1.8557 1.1857 0.567 -0.325 0.379 0.36
H -5.6777 -0.1891 2.3389 0.831 0.155 0.116 0.38
H -4.0588 -1.7642 3.4369 0.408 0.518 -0.262 0.37
H -1.6375 -1.3315 3.3248 0.005 -0.152 -0.025 0.24
H 2.1289 1.6434 1.4368 -0.016 -0.134 0.635 0.46
```
Forces are in eV/Å.

Results
molecular weight	371.9	g mol⁻¹
charge	+1
HOMO energy	-10.9	eV
E_LUMO	-4.8	eV

4.
Molecular formula: C21H21ClN6O3S
Method: DFT, ωB97M-V/def2-TZVPD

XYZ file:
```
53
Properties=species:S:1:pos:R:3:forces:R:3:mulliken_charge:R:1
O -1.7785 -3.5635 0.8757 -0.356 -0.094 0.077 -0.68
C -0.7441 -3.6253 0.2484 -0.088 -0.609 -0.328 0.20
C 0.3926 -4.5494 0.6735 0.397 0.201 0.283 -0.75
S 2.0571 -3.8310 0.4372 0.067 -0.344 -0.140 -0.22
C 1.6751 -2.1750 0.8527 -0.487 0.331 0.252 0.34
N 0.4397 -1.9794 1.2588 0.314 0.210 0.487 -0.48
C 0.0431 -0.6969 1.3191 0.664 -0.170 -0.054 0.21
N -1.2639 -0.5550 1.6002 -0.146 -0.390 0.256 0.08
C -2.0931 0.5582 1.5140 -0.203 0.464 0.029 0.26
C -3.4264 0.3978 1.8885 0.156 0.014 0.044 -0.33
C -4.3060 1.4583 1.8015 0.048 0.038 0.032 -0.70
C -3.8718 2.6889 1.3363 -0.111 0.106 0.001 -0.47
C -2.5491 2.8484 0.9605 -0.096 -0.039 0.021 -0.76
C -1.6584 1.7943 1.0477 0.145 0.063 -0.040 -0.11
N 0.8594 0.3269 1.1108 -0.235 0.287 0.054 -0.18
C 2.1320 0.0057 0.8461 -0.301 -0.567 0.140 0.66
N 3.0253 1.0000 0.7563 0.149 0.186 0.038 -0.08
C 2.6248 2.3873 0.7293 -0.153 0.354 -0.274 -0.67
C 2.7122 2.8932 -0.7154 -0.159 0.063 0.341 -0.31
O 4.0050 2.7011 -1.2436 0.097 0.108 -0.055 -0.43
C 4.3904 1.3444 -1.2111 0.160 -0.228 0.249 -0.37
C 4.3472 0.7809 0.2149 0.283 -0.022 -0.402 -0.67
N 2.5841 -1.2469 0.6592 0.446 -0.105 -0.172 -0.54
N -0.5577 -3.0553 -0.9878 0.194 -0.217 -0.509 -0.17
C -1.2162 -1.8924 -1.3978 0.053 0.301 -0.152 -0.08
C -2.5574 -1.6597 -1.1339 -0.069 0.105 -0.113 -0.56
C -3.1324 -0.4577 -1.5166 0.312 -0.012 -0.102 0.24
Cl -4.7986 -0.1758 -1.1759 -0.369 -0.002 -0.060 -0.19
C -2.3965 0.5161 -2.1657 -0.047 -0.106 0.005 -0.98
C -1.0609 0.2766 -2.4440 0.005 -0.107 0.030 -0.57
C -0.4643 -0.9136 -2.0685 -0.330 0.047 0.089 1.25
O 0.8563 -1.1822 -2.3076 0.054 -0.103 0.038 -0.58
H 0.2590 -4.7970 1.7259 -0.150 0.039 -0.153 0.40
H 0.3798 -5.4628 0.0778 -0.023 -0.013 0.003 0.40
H -1.7302 -1.4465 1.7420 0.113 0.070 -0.100 0.27
H -3.7662 -0.5666 2.2368 -0.050 -0.127 0.046 0.41
H -5.3374 1.3216 2.0900 -0.083 -0.033 0.014 0.40
H -4.5618 3.5157 1.2633 -0.065 0.071 0.000 0.40
H -2.2046 3.8034 0.5912 0.038 0.078 -0.028 0.41
H -0.6312 1.9111 0.7484 -0.022 0.049 -0.012 0.34
H 1.6113 2.4724 1.1170 0.117 0.090 -0.004 0.39
H 3.3155 2.9577 1.3583 -0.074 0.006 -0.025 0.31
H 2.5188 3.9655 -0.7681 -0.075 -0.068 0.010 0.39
H 1.9690 2.3578 -1.3278 0.011 0.036 0.026 0.16
H 5.4031 1.3077 -1.6146 -0.061 -0.085 0.002 0.38
H 3.7219 0.7465 -1.8504 0.040 0.013 0.019 0.13
H 4.5539 -0.2881 0.2160 0.093 0.164 0.009 0.45
H 5.0715 1.3088 0.8428 0.002 -0.055 -0.046 0.32
H 0.3768 -3.1357 -1.3758 -0.118 -0.053 0.183 0.38
H -3.1333 -2.4082 -0.6168 -0.051 -0.035 -0.003 0.55
H -2.8545 1.4492 -2.4493 -0.076 0.093 -0.011 0.46
H -0.4751 1.0312 -2.9513 0.075 0.074 -0.052 0.31
H 1.2446 -0.4626 -2.8183 -0.036 -0.078 0.057 0.35
```
Forces are in eV/Å.

Results
molecular weight	473.0	g mol⁻¹
HOMO energy	-8.1	eV
SMILES	O=C(CSc1nc(Nc2ccccc2)nc(N2CCOCC2)n1)Nc1cc(Cl)ccc1O
E_LUMO	0.4	eV

One value per record, in order, for energy: -5647.240341; -2198.425773; -1557.364210; -2225.561268 a.u..